The following is a DFT calculation (ωB97M-V/def2-TZVPD) of C14H17N3OS2 in the gas phase in a non-equilibrium geometry.

Positions of all 37 atoms, in Å:
C  -3.89143  -2.55331  0.26945
C  -3.41107  -1.16929  0.53478
C  -4.17056  -0.04504  0.54562
S  -3.20969  1.34912  0.88491
C  -1.80905  0.28260  0.96537
N  -0.55371  0.68823  1.31970
C  0.15733  1.82761  1.05300
O  1.24729  1.98572  1.56056
C  -0.37905  2.78867  0.01714
C  0.10146  2.30585  -1.35424
S  -0.83497  0.85011  -1.96013
C  0.44853  -0.41436  -2.26556
C  0.76055  -1.32997  -1.08002
C  1.89231  -0.87759  -0.19845
C  3.13281  -0.52336  -0.72135
C  4.14512  -0.14809  0.14432
C  3.89955  -0.15673  1.50781
C  2.64048  -0.53829  1.93632
N  1.66824  -0.88980  1.11136
N  -2.08927  -0.96079  0.78563
H  -4.97006  -2.56361  0.14262
H  -3.61569  -3.20364  1.09726
H  -3.41907  -2.93941  -0.63228
H  -5.22103  0.05989  0.36923
H  0.05759  -0.08473  1.63095
H  0.05603  3.77030  0.21270
H  -1.46307  2.86791  0.02761
H  1.15516  2.03329  -1.31712
H  -0.04573  3.09204  -2.09508
H  1.32977  0.10619  -2.63652
H  0.02252  -1.00061  -3.07979
H  -0.13508  -1.46534  -0.46992
H  1.03683  -2.31027  -1.48199
H  3.30591  -0.54619  -1.78747
H  5.11217  0.14289  -0.24051
H  4.65920  0.13198  2.21588
H  2.38966  -0.56197  2.98822

Atomic forces in eV per Å
0.04 0.09 0.02
-0.66 0.43 -0.01
0.14 0.03 0.00
0.37 -0.64 0.09
-1.04 0.59 -0.07
0.48 -0.37 0.56
-0.30 0.38 -0.11
0.13 0.17 0.01
0.26 0.01 0.00
-0.31 -0.25 -0.30
0.19 0.09 -0.22
-0.35 0.25 0.15
-0.01 -0.01 -0.14
0.04 -0.07 -0.17
0.01 0.08 0.10
-0.07 -0.03 0.04
-0.03 -0.03 -0.05
0.40 0.00 0.12
-0.05 -0.31 0.08
0.69 -0.32 0.16
-0.07 -0.08 -0.02
-0.02 -0.09 0.03
0.00 -0.09 -0.06
-0.26 -0.05 -0.09
-0.22 0.18 -0.11
-0.05 -0.08 0.09
0.06 0.10 -0.04
0.06 0.12 -0.01
0.14 0.02 0.08
0.05 -0.11 -0.14
0.11 0.03 -0.05
0.12 -0.08 -0.05
-0.02 -0.04 0.03
-0.01 0.00 -0.08
0.07 0.01 -0.01
0.05 0.03 0.09
0.06 0.07 0.10

- molar mass (g mol⁻¹) = 307.44
- highest occupied orbital energy (eV) = -8.15
- structure (SMILES) = Cc1csc(NC(=O)CCSCCc2ccccn2)n1
- LUMO (eV) = 0.6
- energy relative to the best compared isomer or geometry (same formula, charge and spin) (eV) = 0.197

Atom charges from the Löwdin analysis, given in e for atoms 1 to 2: -0.036, -0.449

---

The following is a DFT calculation (ωB97M-V/def2-TZVPD) of 2 unconnected molecules or ions with the total composition C14H17N7O7 in a non-equilibrium geometry.

Positions of all 45 atoms, in Å:
O  -2.89402  -5.93609  -0.37550
N  -2.61340  -4.88917  -0.93547
C  -1.96526  -3.71300  -0.62693
C  -2.01434  -2.86430  -1.74793
N  -2.70199  -3.46655  -2.76738
O  -3.06213  -4.68270  -2.26691
C  -1.40088  -1.55453  -1.69316
N  -1.16077  -0.77737  -2.88222
O  -1.59757  -1.15313  -3.98119
O  -0.47200  0.28805  -2.77733
C  -0.77635  -1.10466  -0.48639
C  -0.67666  -2.05460  0.56762
N  0.28503  -2.10522  1.57379
O  1.14117  -1.31296  1.95204
O  0.21115  -3.39358  2.13937
N  -0.73400  -4.16999  1.50857
C  -1.24487  -3.34356  0.53718
H  0.08267  -0.43616  -0.60376
C  5.13372  1.68381  0.85744
C  3.66044  1.97510  0.63810
C  3.06459  1.07866  -0.43307
N  1.66503  1.37757  -0.67797
C  0.78619  1.73277  0.28807
C  -0.69461  1.73142  -0.13084
C  -1.47197  2.98841  0.24103
C  -2.62222  2.54695  1.15257
C  -2.59331  1.00699  1.23417
N  -1.32629  0.58743  0.56545
O  1.06690  2.03487  1.44748
H  5.50866  2.30080  1.67864
H  5.28520  0.62797  1.11244
H  5.70848  1.91663  -0.04636
H  3.11301  1.81672  1.57233
H  3.52329  3.02697  0.35236
H  3.59301  1.20933  -1.38360
H  3.17526  0.02695  -0.12302
H  1.27754  1.04661  -1.55809
H  -0.79083  1.52485  -1.20305
H  -0.83016  3.72672  0.72024
H  -1.85897  3.42144  -0.68078
H  -2.48624  2.96486  2.15987
H  -3.58423  2.90414  0.77452
H  -2.56806  0.68011  2.29004
H  -3.43528  0.51667  0.72201
H  -0.70495  0.21476  1.29562

Atomic forces in eV per Å
0.51 1.20 -0.42
0.30 1.57 -0.27
-1.29 -1.92 -0.08
-1.68 -0.57 -2.14
1.47 1.15 2.35
-0.06 -0.76 0.36
0.68 0.78 0.75
0.48 0.81 -1.40
0.53 0.26 2.19
-1.07 -1.85 -0.08
0.68 0.36 -2.06
1.51 -1.41 1.84
-0.96 0.00 -1.50
-0.99 -0.74 -0.24
-0.19 0.76 0.12
-0.75 2.31 -2.09
1.52 -2.10 2.18
-0.35 -0.62 -0.19
0.08 0.05 -0.19
0.21 0.07 0.34
0.28 -0.02 0.20
-0.52 -0.22 -0.10
-0.13 0.64 0.61
0.33 -0.35 -0.57
-0.01 0.09 -0.19
-0.30 0.09 0.47
0.14 -0.12 -0.10
-0.25 -0.49 1.30
-0.62 -0.38 -0.81
0.08 -0.14 -0.12
0.07 0.18 -0.02
0.09 -0.10 0.17
0.31 0.14 -0.34
-0.04 -0.18 0.07
-0.02 -0.05 0.12
-0.03 0.15 -0.09
-0.03 0.25 0.23
0.10 0.23 0.41
-0.03 -0.10 0.05
0.01 0.12 0.07
-0.08 -0.12 -0.31
0.12 -0.07 0.11
-0.10 -0.02 -0.60
0.17 0.27 0.18
-0.17 0.83 -0.20

- molar mass (g mol⁻¹) = 395.33
- highest occupied orbital energy (eV) = -9.05
- LUMO (eV) = -1.7
- energy relative to the best compared isomer or geometry (same formula, charge and spin) (eV) = 2.555

Atom charges from the Löwdin analysis, given in e for atoms 1 to 2: 0.086, -0.150

---

The following is a DFT calculation (ωB97M-V/def2-TZVPD) of a molecular structure, C14H17NNiO12 in a non-equilibrium geometry.

Positions of all 45 atoms, in Å:
Ni  0.87274  -0.75883  0.95030
C  1.84895  1.21298  2.87300
O  1.09383  0.60763  3.77493
O  1.56252  0.97610  1.62073
O  3.09170  1.03819  3.24410
C  2.94733  -2.31702  1.79412
O  3.83913  -2.12716  2.68528
O  2.83465  -1.50873  0.80131
O  1.82452  -2.10105  2.48564
C  0.21340  1.05162  -3.12435
C  0.69677  1.73819  -4.29650
C  2.25382  2.07435  -4.34868
O  2.52510  2.80824  -5.32979
C  3.14398  1.64047  -3.33480
C  2.57804  0.94774  -2.24350
C  1.06415  0.71978  -2.10362
O  0.54984  0.12029  -1.08602
O  3.34131  0.59414  -1.32339
O  -0.01835  2.13310  -5.22149
H  -0.85006  0.87172  -3.02297
H  4.19992  1.85251  -3.41126
C  -3.89991  3.06961  0.17299
O  -3.24913  2.35347  1.15899
C  -2.16822  1.50648  0.76973
C  -1.73030  0.69696  1.99679
N  -1.12436  -0.59916  1.85028
C  -1.87189  -1.57177  1.05100
C  -1.06123  -2.85714  1.01439
O  0.07150  -2.56030  0.22967
C  0.78888  -3.65672  -0.29294
H  -3.17918  3.72200  -0.34337
H  -4.61163  3.78047  0.59978
H  -4.40288  2.45732  -0.58343
H  -1.50706  2.18550  0.21951
H  -2.39123  0.81337  -0.05281
H  -2.65291  0.65041  2.59885
H  -1.14370  1.27259  2.71793
H  -1.02233  -0.97133  2.78824
H  -2.12832  -1.36810  0.01152
H  -2.83377  -1.85709  1.50135
H  -1.75340  -3.63591  0.67688
H  -0.75111  -3.09218  2.03832
H  0.09870  -4.29067  -0.86051
H  1.36632  -4.34084  0.33690
H  1.54393  -3.28122  -0.98307

Atomic forces in eV per Å
3.08 0.42 1.23
3.09 -8.80 2.01
-3.20 2.65 0.42
-1.24 2.48 -1.15
0.20 4.04 -0.82
-1.89 9.18 5.61
4.53 -4.10 -1.39
1.48 -1.91 -5.06
-5.62 -3.50 0.04
0.31 1.30 -2.15
0.32 -0.52 1.62
-0.02 0.54 -0.21
0.79 0.09 -0.35
-2.55 0.32 -2.13
2.39 -0.21 2.31
-1.05 -1.79 1.83
0.90 0.39 -0.32
-1.30 -0.20 -0.62
-0.34 -0.02 -0.47
-0.10 -0.07 0.03
0.05 -0.01 0.21
0.93 0.64 -0.61
-1.23 -0.59 1.17
0.73 -0.04 -1.36
-0.68 1.80 1.13
-0.53 -0.03 -1.81
-0.25 -1.09 0.74
0.00 0.82 0.73
-0.46 -1.41 -0.43
0.40 -0.29 -1.00
0.05 -0.15 -0.34
-0.19 -0.34 0.40
-0.04 -0.20 0.00
1.05 -0.30 0.80
-0.81 -0.12 0.12
-0.58 -0.53 -0.28
0.91 -0.03 -0.56
0.79 0.08 0.03
0.52 0.95 0.04
-0.36 0.18 0.35
0.48 -0.41 -0.69
0.30 -0.21 0.01
-0.28 -0.05 -0.16
-0.37 0.57 1.03
-0.19 0.45 0.07

- molar mass (g mol⁻¹) = 449.98
- total charge = -4
- highest occupied orbital energy (spin up / spin down) (eV) = 5.95 / 5.97
- multiplicity = 3
- LUMO (spin up / spin down) (eV) = 7.9 / 7.9

Atom charges from the Löwdin analysis, given in e for atoms 1 to 2: 0.683, -0.843

---

The following is a DFT calculation (ωB97M-V/def2-TZVPD) of C14H17NO2S2 in the gas phase in a non-equilibrium geometry.

Positions of all 36 atoms, in Å:
C  0.00154  0.65366  2.20791
C  -0.21461  1.88670  1.32301
C  -1.52976  2.57569  1.67315
N  -0.12842  1.59236  -0.09796
C  1.14825  1.78298  -0.76231
C  2.16137  0.72113  -0.42123
C  3.10055  0.91628  0.58367
C  3.99974  -0.08492  0.90826
C  3.96767  -1.29214  0.23115
C  3.03995  -1.49147  -0.77763
C  2.14410  -0.48873  -1.10435
S  -1.33851  0.83687  -0.93080
O  -2.56589  1.56532  -0.81176
O  -0.84302  0.56579  -2.24812
C  -1.64018  -0.72654  -0.13522
C  -2.80137  -1.09494  0.47273
C  -2.76157  -2.42114  0.95384
C  -1.57399  -3.02801  0.68995
S  -0.48500  -1.99766  -0.15398
H  -0.87119  0.00659  2.19168
H  0.17014  0.97149  3.23426
H  0.86758  0.08654  1.87497
H  0.60194  2.59221  1.52348
H  -1.49662  2.91656  2.70565
H  -1.69315  3.42814  1.02028
H  -2.36753  1.89742  1.54875
H  0.93524  1.75869  -1.83117
H  1.52821  2.77605  -0.49866
H  3.13204  1.85854  1.11268
H  4.72722  0.07847  1.68995
H  4.66910  -2.07297  0.48536
H  3.01657  -2.42848  -1.31358
H  1.42412  -0.63019  -1.89698
H  -3.64026  -0.42936  0.55791
H  -3.57844  -2.89529  1.46676
H  -1.27240  -4.02611  0.93834

Atomic forces in eV per Å
0.14 0.20 -0.04
-0.36 -0.09 0.74
0.22 0.12 0.07
-0.72 -0.36 -0.78
0.23 -0.10 -0.41
0.15 0.08 -0.02
-0.01 0.00 -0.10
0.05 0.03 0.10
0.03 -0.08 0.01
0.02 -0.02 -0.02
0.12 0.13 -0.02
-0.20 -0.05 0.19
0.05 -0.06 0.25
0.31 -0.10 0.02
0.27 0.33 -0.37
0.05 0.31 -0.11
0.09 -0.09 0.03
0.25 0.31 -0.22
-0.41 -0.24 0.24
-0.05 -0.06 0.05
0.01 0.02 0.13
0.03 -0.07 0.05
-0.09 -0.09 -0.16
0.00 0.00 0.10
-0.07 0.10 -0.02
-0.09 -0.02 0.10
0.26 0.16 0.09
-0.10 -0.09 -0.02
-0.01 0.12 0.05
0.06 0.01 0.06
0.06 -0.06 0.01
0.00 -0.10 -0.06
-0.05 -0.04 -0.12
-0.17 0.14 0.01
-0.12 -0.11 0.09
0.06 -0.22 0.05

- molar mass (g mol⁻¹) = 295.43
- highest occupied orbital energy (eV) = -9.13
- structure (SMILES) = CC(C)N(Cc1ccccc1)S(=O)(=O)c1cccs1
- LUMO (eV) = 0.5
- energy relative to the best compared isomer or geometry (same formula, charge and spin) (eV) = 0.561

Atom charges from the Löwdin analysis, given in e for atoms 1 to 2: -0.043, -0.405

---

The following is a DFT calculation (ωB97M-V/def2-TZVPD) of a molecular structure, C14H18AlBeCl2CsFKO19S in a non-equilibrium geometry.

Positions of all 59 atoms, in Å:
C  -1.37194  3.11249  0.25700
C  -2.15743  2.21123  1.19089
O  -3.07549  3.00878  1.95036
C  -2.98319  1.15090  0.43113
O  -2.36332  -0.14336  0.47653
C  -1.02286  -0.09756  0.07931
C  -1.00595  -0.48943  -1.38810
C  0.53901  -0.11331  -1.99641
C  0.61444  1.31026  -2.68448
O  1.21527  0.92938  -1.29644
C  -0.32940  -1.04161  0.98824
C  0.81545  -1.89774  0.70506
C  1.37785  -2.71827  1.68890
C  0.87857  -2.74631  2.97478
C  -0.24117  -1.93634  3.24845
C  -0.82867  -1.11673  2.31623
H  -0.73871  2.47913  -0.40300
H  -0.67851  3.72949  0.84577
H  -2.01948  3.68856  -0.41620
H  -1.50552  1.74143  1.94912
H  -2.48336  3.49402  2.55970
H  -3.16493  1.49727  -0.60053
H  -3.96895  1.09126  0.91338
H  -1.64962  0.16715  -2.03971
H  -1.14835  -1.58103  -1.56198
H  1.17819  -0.95768  -2.47996
H  0.12267  2.17272  -2.22863
H  1.59777  1.34961  -3.16581
H  1.27938  -1.93052  -0.29226
H  2.25615  -3.33051  1.47422
H  1.34875  -3.36609  3.73368
H  -0.63496  -1.98942  4.26548
H  -1.67719  -0.51046  2.62058
Al  2.32522  -0.11401  0.65833
O  0.17309  4.58321  -1.58740
Cl  1.33771  5.29234  -1.18182
O  1.65670  4.96261  0.19146
O  1.12192  6.68688  -1.29965
O  2.48328  4.88769  -2.03262
F  -2.18875  -2.66216  -2.62137
O  -0.51988  4.38501  3.10554
H  0.07534  4.81835  2.48333
Cs  -0.45788  -2.77132  -3.07537
Be  3.49246  3.62434  -2.81168
O  1.20345  -6.91669  -7.53122
S  2.10334  -6.40420  -6.48721
O  2.10562  -4.93222  -6.53703
O  3.47137  -6.89478  -6.70378
O  1.62923  -6.86625  -5.17067
K  2.45348  3.21107  1.27054
O  3.79707  -4.49998  1.82051
Cl  4.78315  -4.99811  2.76935
O  4.16985  -6.00255  3.60245
O  5.24079  -3.89820  3.58837
O  5.89079  -5.56585  2.05023
C  -6.12001  3.22624  2.79143
O  -6.04075  3.18947  1.56871
O  -6.39411  4.25298  3.46704
O  -5.96696  2.23883  3.55725

Atomic forces in eV per Å
0.81 -0.95 -0.35
-0.73 0.61 0.43
0.40 -0.28 0.03
-0.64 0.83 0.30
0.64 1.94 0.11
-1.56 -4.86 0.04
3.69 2.50 -1.10
-2.25 1.66 -0.67
2.83 -2.27 3.12
0.42 -2.14 0.59
0.46 0.75 -0.19
-0.48 1.16 -0.22
0.63 -0.36 -0.12
-0.47 0.46 -0.24
0.36 -0.62 0.85
0.23 0.07 0.13
-0.22 0.19 0.30
-0.55 0.13 -0.14
0.07 0.03 0.45
0.10 -0.19 -0.60
0.07 0.41 -0.09
0.22 -0.31 0.09
0.37 -0.32 -0.08
0.21 -1.09 0.91
-0.94 2.36 1.84
-0.79 1.93 1.02
-1.01 -0.04 -1.67
-0.95 0.92 -1.13
-0.53 -0.31 -0.03
-0.20 0.10 -0.08
-0.12 0.09 -0.18
-0.07 0.24 -0.32
0.20 -0.12 -0.25
-0.17 0.18 0.01
0.35 -0.43 -0.33
-1.50 0.82 0.11
-0.20 1.19 -1.06
0.55 0.14 -0.16
0.59 -0.17 -0.22
-15.74 0.66 3.81
0.22 -0.68 -0.17
-0.18 0.32 -0.02
15.99 -3.64 -6.41
-0.29 0.20 0.40
0.04 -0.33 0.06
0.08 -0.22 -0.11
0.11 0.22 0.43
0.03 0.13 -0.34
-0.37 0.32 0.03
0.32 -1.23 1.26
-0.02 0.03 -0.08
0.19 -0.10 0.17
-0.09 0.05 0.00
-0.08 0.08 -0.01
-0.01 0.03 -0.05
0.11 -0.01 0.15
-0.16 -0.03 0.01
0.04 -0.05 -0.11
-0.01 0.03 -0.12

- molar mass (g mol⁻¹) = 820.25
- total charge = -2
- highest occupied orbital energy (eV) = -3.05
- LUMO (eV) = -1.7

Atom charges from the Löwdin analysis, given in e for atoms 1 to 2: -0.049, -0.390